Record 1
Formula: C35H34Br3N5O13
Source: OMol25
Level of theory: the ωB97M-V functional and the def2-TZVPD basis

## Properties
Orbital gap ... 6.182 eV
E_HOMO ... -7.6 eV

Positions of all 90 atoms, in Å:
C -5.45603 0.66236 4.24380
C -4.65311 0.11279 5.32913
C -3.31469 0.49199 5.44069
C -2.71472 1.38499 4.55023
C -3.52787 1.86195 3.56390
C -4.83734 1.61451 3.43093
N -1.26208 1.67108 4.61830
O -0.66526 1.34907 5.64056
O -0.72919 2.24191 3.69420
H -6.50366 0.40398 4.19786
H -5.03786 -0.58321 6.05985
H -2.68475 0.13109 6.24028
H -3.19288 2.47091 2.73726
H -5.34294 2.25303 2.72166
C 6.50210 1.78797 2.19831
C 5.56070 2.72389 2.66929
C 4.22120 2.69958 2.40286
C 3.73540 1.50225 1.84836
C 4.66813 0.47767 1.56401
C 6.02956 0.63771 1.63087
N 2.31524 1.18205 1.83634
O 1.50327 2.10464 2.08931
O 1.87379 0.00809 1.64258
H 7.57901 1.86933 2.20536
H 5.91484 3.71134 2.92604
H 3.63190 3.60073 2.48680
H 4.26903 -0.44862 1.17787
H 6.69237 -0.08500 1.17834
C 1.19275 1.83315 -1.98123
C 1.93336 1.65810 -3.06929
C 3.08476 0.87707 -2.95255
C 3.54611 0.44254 -1.71572
C 2.83776 0.71149 -0.58464
C 1.57167 1.35643 -0.71002
N 4.52463 -0.68945 -1.50896
O 4.87116 -1.28934 -2.54369
O 4.97685 -0.82283 -0.39384
H 0.19677 2.24316 -2.06068
H 1.51933 2.04729 -3.98771
H 3.54395 0.52150 -3.86311
H 3.10603 0.23515 0.34677
H 0.85369 1.31598 0.09576
C -1.23465 0.87988 2.15563
C -2.35300 0.47896 1.48282
C -2.19925 -0.16734 0.27669
C -0.94651 -0.75111 -0.12623
C 0.18537 -0.35854 0.65119
C 0.05338 0.44499 1.79364
N -0.90278 -1.44712 -1.41520
O 0.13661 -1.66420 -1.98440
O -1.96231 -1.87251 -1.87586
H -1.38249 1.58862 2.95703
H -3.36817 0.79934 1.66499
H -2.98574 -0.25069 -0.45876
H 1.10232 -0.75910 0.24477
H 0.91306 0.92317 2.23941
C -1.89549 -4.38185 -1.89224
C -1.00407 -3.33726 -2.04358
C 0.32386 -3.50832 -1.65142
C 0.78314 -4.72164 -1.17137
C -0.19392 -5.69508 -0.94814
C -1.55647 -5.62709 -1.27669
N 2.16240 -4.89256 -0.65588
O 2.54068 -5.97565 -0.22950
O 2.90889 -3.91626 -0.75343
H -2.86037 -4.23693 -2.35529
H -1.48866 -2.47078 -2.46877
H 0.93962 -2.62400 -1.72369
H 0.15525 -6.62718 -0.52901
H -2.20237 -6.48535 -1.16444
C -1.90885 4.16246 -3.34606
C -0.57726 3.73475 -3.90452
O -0.11340 2.48546 -3.40442
C -0.71221 1.29504 -3.82617
O -1.46461 1.16013 -4.75000
O -0.17297 0.30343 -3.13970
C -0.69398 -1.03231 -3.30590
H -2.72253 3.43719 -3.34251
H -2.40311 5.03326 -3.77677
H -1.74811 4.44811 -2.30651
H 0.08859 4.52810 -3.56492
H -0.58823 3.92223 -4.97822
H 0.11210 -1.70030 -3.00239
H -0.84416 -1.14546 -4.37956
H -1.60947 -1.16604 -2.72962
C -3.94518 -2.25173 -0.08817
Br -4.44269 -1.42406 1.60799
Br -4.74111 -1.05590 -1.45999
Br -4.65816 -4.06321 -0.32762
H -2.85628 -2.29397 -0.11307

Forces on atoms 1 to 3 (eV/Å):
1.5 -0.2 2.1
-0.1 1.1 -1.9
0.4 0.0 0.5

Record 2
Formula: C35H34Cl45IO2S
Source: OMol25
Level of theory: the ωB97M-V functional and the def2-TZVPD basis

## Properties
Orbital gap ... 6.727 eV
E_HOMO ... -8.4 eV

Positions of all 118 atoms, in Å:
C 6.42412 0.05044 -3.19610
C 6.12155 1.61945 -2.73308
S 5.45209 2.48808 -4.27811
C 3.87721 3.42799 -3.89811
C 2.77612 2.59865 -2.99984
C 2.78256 0.98125 -2.71153
C 1.61048 0.24461 -1.77803
C 0.40831 1.17358 -1.16252
C 0.34919 2.81820 -1.44928
C 1.53736 3.49393 -2.35389
C -0.93593 3.69266 -0.83147
O -0.78256 4.89936 -0.26987
C -2.40898 2.91178 -0.96674
C -3.78748 3.70384 -1.41583
C -5.14890 2.76620 -1.54988
C -5.11822 1.13616 -1.20225
C -3.72117 0.34852 -0.75125
C -3.69093 -1.29052 -0.44501
C -3.05043 -2.09312 -1.73743
C -2.72139 -1.12330 -3.02786
I -1.21731 -3.20493 -1.26578
C -2.34437 1.27146 -0.64567
C -0.86786 0.59131 -0.25131
O -0.72046 -0.35303 0.69931
H 5.74081 -0.68290 -2.59122
H 6.16634 -0.12672 -4.34320
H 7.58200 -0.17932 -3.09261
H 7.13234 2.06721 -2.34244
H 5.34194 1.66272 -1.83585
H 3.35799 3.66964 -4.94365
H 4.06312 4.47769 -3.38425
H 3.64757 0.33607 -3.20209
H 1.64894 -0.91993 -1.60724
H 1.49668 4.64909 -2.54357
H -3.81763 4.84703 -1.66664
H -6.17383 3.23979 -1.89342
H -6.11950 0.49701 -1.31754
H -3.05627 -1.53814 0.51668
H -4.80095 -1.64997 -0.21148
H -3.83706 -2.89931 -2.12781
H -2.34745 -1.84369 -3.89981
H -3.64724 -0.53379 -3.44247
H -1.81687 -0.37634 -2.84059
C 8.02843 -3.40225 -2.75181
Cl 8.69703 -2.01750 -1.87140
Cl 6.34586 -3.09267 -3.21296
Cl 9.00958 -3.76219 -4.18264
H 8.04994 -4.27306 -2.09159
C -3.93165 -3.30780 3.54148
Cl -2.89538 -3.41204 2.10797
Cl -5.58475 -2.86426 3.08314
Cl -3.92224 -4.84152 4.42866
H -3.53515 -2.52832 4.19711
C 1.09177 5.68507 2.55145
Cl -0.34865 5.82160 3.57430
Cl 2.10329 7.13170 2.70517
Cl 2.01603 4.23230 2.96942
H 0.76841 5.59993 1.51085
C -3.93165 2.59090 2.74239
Cl -2.89538 2.48666 1.30888
Cl -5.58475 3.03444 2.28405
Cl -3.92224 1.05718 3.62957
H -3.53515 3.37038 3.39802
C -1.54477 -7.42169 1.62722
Cl -0.22474 -7.41295 0.44522
Cl -3.03907 -6.81247 0.89548
Cl -1.78909 -9.05279 2.27476
H -1.27149 -6.76053 2.45356
C 1.52132 9.14318 -0.78818
Cl 0.09786 9.38188 0.23967
Cl 1.59248 7.47247 -1.37404
Cl 1.50427 10.27912 -2.14789
H 2.41492 9.33645 -0.18921
C 7.45400 6.14630 -3.02883
Cl 8.70358 5.08217 -2.36110
Cl 7.38020 5.98901 -4.79216
Cl 5.87749 5.78474 -2.30539
H 7.71557 7.17936 -2.78586
C -8.81453 -4.62941 1.23442
Cl -7.21577 -5.36176 1.01700
Cl -8.70126 -2.86189 1.18345
Cl -9.94088 -5.21657 -0.00092
H -9.19672 -4.92185 2.21578
C -2.89869 -1.46549 7.11945
Cl -1.86242 -1.56973 5.68594
Cl -4.55180 -1.02195 6.66112
Cl -2.88929 -2.99921 8.00664
H -2.50219 -0.68601 7.77508
C 8.16139 -4.60710 1.13356
Cl 8.82998 -3.22235 2.01396
Cl 6.47882 -4.29752 0.67240
Cl 9.14253 -4.96705 -0.29728
H 8.18289 -5.47791 1.79377
C -2.14043 -13.06580 2.73778
Cl -1.43776 -14.57118 3.35405
Cl -2.50399 -11.95732 4.07143
Cl -1.04679 -12.30008 1.57283
H -3.07542 -13.30659 2.22548
C -7.04709 3.52824 -5.09162
Cl -6.51746 2.94111 -3.50593
Cl -7.83631 2.23029 -6.00375
Cl -8.13758 4.91289 -4.90977
H -6.16596 3.85487 -5.64981
C 7.00071 0.12113 -7.72377
Cl 6.57683 -1.48946 -7.11879
Cl 5.56712 1.16080 -7.78235
Cl 8.25947 0.85332 -6.71436
H 7.39147 0.01579 -8.73908
C -0.53861 8.42016 6.78794
Cl 0.12998 9.80491 7.66834
Cl -2.22118 8.72973 6.32679
Cl 0.44253 8.06021 5.35710
H -0.51711 7.54935 7.44815
C -3.21304 -6.86564 7.70191
Cl -1.96347 -7.92977 8.36964
Cl -3.28685 -7.02293 5.93858
Cl -4.78956 -7.22720 8.42535
H -2.95147 -5.83258 7.94488

Forces on atoms 1 to 3 (eV/Å):
-0.1 0.5 -0.5
0.1 -1.0 1.0
-0.5 0.2 0.9

Record 3
Formula: C35H34ClMnN3OSi
Source: OMol25
Level of theory: the ωB97M-V functional and the def2-TZVPD basis

## Properties
Orbital gap (alpha / beta) ... 6.769 / 6.961 eV
Total charge ... +1
Multiplicity ... 5
E_HOMO (alpha / beta) ... -10.5 / -10.6 eV
<S²> ... 6.236

Positions of all 76 atoms, in Å:
Mn 0.91152 -0.31203 -0.39606
Cl 6.00334 -0.61936 4.86802
C 4.61905 -0.50762 3.83665
C 3.33522 -0.44338 4.39673
C 2.23510 -0.35930 3.58244
C 2.34658 -0.32889 2.17769
O 1.24677 -0.22386 1.48039
C 3.65484 -0.37895 1.61567
C 3.93912 -0.34786 0.21880
N 3.07708 -0.23619 -0.73772
C 3.44771 -0.22466 -2.08803
C 4.70303 0.00952 -2.59710
C 4.94384 -0.03374 -3.97963
C 3.93782 -0.29928 -4.86533
C 2.62684 -0.51488 -4.39038
C 1.53023 -0.77614 -5.23848
C 0.28507 -0.95746 -4.70202
C 0.12518 -0.86695 -3.31724
N 1.12357 -0.62323 -2.49037
C 2.38003 -0.45996 -2.99910
C 4.76883 -0.47721 2.48067
H 3.22124 -0.46323 5.47211
H 1.23561 -0.31344 3.99590
H 4.99569 -0.45072 -0.03585
H 5.52516 0.24245 -1.93367
H 5.94671 0.15125 -4.33967
H 4.12322 -0.33589 -5.93056
H 1.69196 -0.83121 -6.30756
H -0.57415 -1.16547 -5.32315
H -0.85218 -1.00283 -2.86898
H 5.76283 -0.52308 2.05257
C -0.26076 -1.95376 -0.11864
Si -1.73503 -0.97143 0.47745
C -1.56288 0.81203 -0.27978
N -0.26867 1.54339 -0.35679
C -0.22018 2.43521 -1.53391
C -1.32971 3.49225 -1.53519
C -1.59197 4.02613 -0.11713
C -0.35750 3.81897 0.75177
C 0.01751 2.33815 0.87887
C -3.36365 -1.55482 -0.23671
C -3.71576 -1.39392 -1.57829
C -4.92081 -1.87476 -2.06654
C -5.80074 -2.53070 -1.21726
C -5.47056 -2.70353 0.11872
C -4.26319 -2.21905 0.60236
C -1.82883 -0.89070 2.33754
C -2.57834 0.10971 2.96193
C -2.67117 0.17753 4.34405
C -2.02282 -0.76735 5.12803
C -1.28667 -1.77739 4.52520
C -1.18873 -1.83349 3.14175
H -0.37153 -2.48624 -1.06262
H 0.27618 -2.56372 0.60475
H -2.30942 1.38383 0.28463
H -1.97434 0.74844 -1.29183
H -0.25856 1.82784 -2.44057
H 0.75842 2.92066 -1.52178
H -2.24791 3.08892 -1.96454
H -1.01140 4.30295 -2.19340
H -2.44717 3.51593 0.33122
H -1.85516 5.08282 -0.15161
H -0.50420 4.22955 1.75096
H 0.47761 4.37221 0.31338
H -0.51515 1.86043 1.70115
H 1.08028 2.25535 1.10871
H -3.05139 -0.88093 -2.26729
H -5.17565 -1.73500 -3.10923
H -6.74242 -2.90423 -1.59701
H -6.15235 -3.21307 0.78669
H -4.01897 -2.35393 1.64950
H -3.11046 0.84615 2.36799
H -3.25482 0.96110 4.80938
H -2.09844 -0.72098 6.20646
H -0.78737 -2.52249 5.13130
H -0.60224 -2.62442 2.68958

Forces on atoms 1 to 3 (eV/Å):
1.1 -0.2 -0.1
0.0 0.0 0.0
-0.1 0.0 0.0

Record 4
Formula: C35H35AgF9OP3S2
Source: OMol25
Level of theory: the ωB97M-V functional and the def2-TZVPD basis

## Properties
Orbital gap ... 5.741 eV
Total charge ... -2
E_HOMO ... -1.2 eV

Positions of all 86 atoms, in Å:
Ag 0.05102 -1.11986 1.00821
S 3.16561 -0.60520 -0.87120
P 1.73913 0.80894 -0.86432
C 0.15934 0.36040 -0.59479
P -1.39965 0.66300 -1.10000
S -2.67201 -0.87938 -1.33672
C -1.46367 1.55601 -2.70994
C -2.17314 2.73330 -2.92136
C -2.20962 3.32758 -4.17979
C -1.53749 2.74658 -5.24232
C -0.83105 1.56457 -5.04103
C -0.79853 0.97740 -3.79054
C -2.21168 1.85810 0.06070
C -3.39758 1.55383 0.71994
C -3.92690 2.42328 1.66637
C -3.28641 3.61919 1.95625
C -2.10150 3.93699 1.30254
C -1.57011 3.05497 0.37453
C 2.29608 2.06398 0.36910
C 1.53604 2.26434 1.51606
C 1.93940 3.17342 2.48651
C 3.10118 3.91048 2.30607
C 3.86108 3.72539 1.15502
C 3.46393 2.80124 0.20144
C 1.93723 1.79265 -2.41232
C 2.60239 1.25944 -3.50755
C 2.70835 1.97790 -4.69165
C 2.15215 3.24344 -4.79254
C 1.49188 3.79332 -3.69896
C 1.39368 3.07166 -2.51983
H -2.71097 3.19072 -2.09967
H -2.76440 4.24816 -4.32594
H -1.55711 3.21159 -6.22194
H -0.29126 1.10812 -5.86321
H -0.24519 0.05786 -3.63155
H -3.88772 0.61694 0.48483
H -4.84171 2.15859 2.18458
H -3.69618 4.29465 2.69893
H -1.57798 4.85764 1.53339
H -0.62044 3.28409 -0.09671
H 0.62654 1.68953 1.63729
H 1.34421 3.29772 3.38398
H 3.41918 4.62285 3.05947
H 4.77107 4.29709 1.00925
H 4.07277 2.63846 -0.68176
H 3.04286 0.27426 -3.40615
H 3.22466 1.54166 -5.54043
H 2.22504 3.80030 -5.72025
H 1.04553 4.77836 -3.77051
H 0.88085 3.50743 -1.66997
F -1.15362 -0.25670 5.78691
C -0.89126 -0.51058 4.47826
F -0.23251 0.56353 4.00990
F -2.06444 -0.56453 3.85335
C -0.06268 -1.82185 4.24530
O -0.15947 -2.26790 3.00347
C 1.42935 -1.53208 4.62420
F 2.09995 -2.68694 4.81827
F 1.57983 -0.80752 5.75909
F 2.05385 -0.87495 3.65070
C -0.61683 -2.91072 5.23144
F -1.96412 -2.93253 5.20526
F -0.26034 -2.73453 6.52782
F -0.20220 -4.13371 4.88463
C -2.49684 -5.49681 0.55375
C -2.09268 -4.04629 0.79393
P -0.46789 -3.48891 0.13328
C 0.64802 -4.77799 0.84845
C 2.11034 -4.33837 0.89316
C -0.58076 -3.90329 -1.65103
C 0.62823 -3.38611 -2.42885
H -3.47044 -5.71132 1.00584
H -1.77588 -6.19360 0.98736
H -2.57671 -5.72432 -0.51223
H -2.03860 -3.82431 1.86313
H -2.82856 -3.35745 0.37019
H 0.53427 -5.72934 0.31583
H 0.29176 -4.91742 1.87411
H 2.52785 -4.17939 -0.10204
H 2.72893 -5.07883 1.40971
H 2.20223 -3.39001 1.42593
H -1.48020 -3.38526 -1.99777
H -0.72645 -4.97996 -1.79852
H 0.81606 -2.33471 -2.19682
H 0.47497 -3.48574 -3.50723
H 1.53795 -3.93255 -2.17034

Forces on atoms 1 to 3 (eV/Å):
0.0 -0.1 -0.1
-0.1 0.1 0.1
0.1 -0.2 -0.1

Record 5
Formula: C35H35Br2N6O4S3Ti
Source: OMol25
Level of theory: the ωB97M-V functional and the def2-TZVPD basis

## Properties
Orbital gap ... 6.804 eV
Total charge ... +1
E_HOMO ... -10.2 eV

Positions of all 86 atoms, in Å:
Ti 0.23924 0.08978 0.46634
C 0.22758 1.64917 4.11682
C 0.90331 1.77643 2.79969
N 0.20499 2.13444 1.74762
N 0.85752 2.92152 0.84347
C 0.61670 2.92947 -0.40685
S -0.16613 1.64029 -1.29868
S 1.16926 4.25139 -1.39744
C 1.87581 5.44990 -0.19499
C 0.87498 6.04185 0.76146
C -0.11399 6.89685 0.28486
C -1.04986 7.44128 1.15088
C -1.00877 7.13110 2.50241
C -0.01544 6.29177 2.98714
C 0.92208 5.75116 2.12091
C 2.35655 1.57465 2.70164
C 3.27186 1.89183 3.69800
C 4.62212 1.63835 3.52150
C 5.06752 1.06096 2.34102
C 4.16568 0.68180 1.35789
C 2.81251 0.92343 1.53615
O 1.88695 0.51326 0.65065
H 0.60564 2.45394 4.75728
H 0.45404 0.70630 4.60858
H -0.84279 1.75961 3.99847
H 2.27478 6.21969 -0.85546
H 2.69609 4.95648 0.32256
H -0.14688 7.12847 -0.77350
H -1.81108 8.11119 0.77211
H -1.74804 7.54534 3.17593
H 0.03388 6.06221 4.04454
H 1.69717 5.09669 2.49927
H 2.92301 2.37724 4.60065
H 5.32958 1.89169 4.29885
H 6.12532 0.89522 2.18768
H 4.50839 0.20504 0.44839
Br -3.30705 3.96413 0.82968
C -3.90920 2.30134 0.15960
C -5.16504 2.21264 -0.43162
C -5.58993 0.97042 -0.85896
C -4.75055 -0.12268 -0.69698
C -3.50357 0.08777 -0.13448
N -3.08938 1.28014 0.30215
C -2.54274 -1.07330 0.03685
O -2.93269 -2.21250 -0.09670
O -1.29166 -0.78085 0.32132
H -5.78130 3.09306 -0.54104
H -6.56413 0.85249 -1.31393
H -5.03305 -1.12042 -1.00284
Br 3.80075 -5.64680 -1.13924
C 2.79104 -4.12827 -0.67141
C 1.69368 -4.24484 0.16541
C 0.95261 -3.10944 0.43662
N 1.25365 -1.90465 -0.04832
C 2.32509 -1.80622 -0.84411
C 3.11995 -2.88286 -1.18346
H 1.41535 -5.19642 0.59342
H 0.08909 -3.16934 1.07811
H 2.54786 -0.81988 -1.22779
H 3.96977 -2.75727 -1.83853
C -4.39289 -3.78228 2.95062
C -3.72937 -2.47389 3.18426
C -4.38056 -1.30222 3.45257
C -3.61703 -0.12773 3.56741
N -2.30462 -0.12613 3.37254
C -1.66234 -1.26344 3.12915
S 0.02224 -1.36851 2.94777
N -2.38133 -2.42882 3.08570
C -4.24830 1.16780 3.94027
H -5.44657 -3.73761 3.21007
H -3.91494 -4.57902 3.52210
H -4.30051 -4.02236 1.88882
H -5.45405 -1.28514 3.56528
H -1.87319 -3.27758 2.88191
H -5.32267 1.15512 3.76669
H -3.78394 1.99015 3.39814
H -4.07472 1.34472 5.00492
C -0.72422 -3.20576 -3.15918
C 0.15826 -1.97859 -3.31462
O -0.12650 -0.99343 -2.31033
H -0.38878 -4.00989 -3.81442
H -1.76169 -2.96894 -3.40112
H -0.68510 -3.55536 -2.12657
H 1.20559 -2.24299 -3.18416
H 0.04395 -1.53705 -4.30782
H -1.00978 -0.65692 -2.49902

Forces on atoms 1 to 3 (eV/Å):
-0.6 0.2 -0.3
-0.1 -0.2 0.0
0.1 0.1 -0.1

Number 1: DFT total energy -280985.497 eV. Number 2: DFT total energy -623361.623 eV. Number 3: DFT total energy -95081.970 eV. Number 4: DFT total energy -116909.065 eV. Number 5: DFT total energy -249696.944 eV.